{
  "formula": "H62NO29",
  "method": "ωB97M-V with the def2-TZVPD basis set",
  "elements": ["N", "H", "H", "H", "H", "O", "H", "H", "O", "H", "H", "O", "H", "H", "O", "H", "H", "O", "H", "H", "O", "H", "H", "O", "H", "H", "O", "H", "H", "O", "H", "H", "O", "H", "H", "O", "H", "H", "O", "H", "H", "O", "H", "H", "O", "H", "H", "O", "H", "H", "O", "H", "H", "O", "H", "H", "O", "H", "H", "O", "H", "H", "O", "H", "H", "O", "H", "H", "O", "H", "H", "O", "H", "H", "O", "H", "H", "O", "H", "H", "O", "H", "H", "O", "H", "H", "O", "H", "H", "O", "H", "H"],
  "xyz": [[16.914935, -0.525714, 14.104515], [16.792630, 0.468453, 13.975026], [17.905404, -0.580964, 13.914733], [16.228890, -1.012160, 13.545216], [16.615280, -0.722424, 15.048764], [16.975891, -5.854628, 15.226423], [16.424624, -5.462167, 15.903415], [16.896731, -5.261871, 14.479026], [18.319502, -0.146242, 10.332560], [17.402963, 0.037449, 10.126525], [18.476683, -1.018368, 9.970729], [21.327453, 1.373954, 13.389777], [22.160799, 1.026786, 13.071612], [20.821877, 1.549389, 12.596155], [13.784250, 1.077443, 17.335197], [13.141319, 1.072722, 16.626069], [13.367425, 0.582209, 18.040347], [16.082770, 4.716019, 14.498937], [16.113005, 5.326490, 13.762293], [16.993542, 4.636895, 14.782593], [15.417913, 3.563853, 17.693775], [15.023810, 2.754346, 17.368794], [14.685452, 4.176106, 17.763778], [16.795157, 2.116248, 15.073705], [16.302074, 2.887652, 14.794337], [16.572547, 2.011155, 15.998709], [21.776851, -0.824040, 16.063063], [20.911259, -1.179888, 15.862186], [22.034995, -0.357628, 15.268045], [17.743669, -4.210116, 11.890448], [17.098699, -4.140001, 11.186645], [17.944015, -5.144793, 11.940119], [17.373611, 0.148260, 18.815737], [17.255671, -0.378891, 19.605947], [18.028974, 0.802124, 19.059029], [11.879762, 1.081005, 15.145078], [12.560597, 1.196423, 14.482221], [11.152770, 1.623462, 14.839378], [11.512388, -2.669378, 13.746692], [10.905798, -3.293234, 13.347830], [12.266462, -3.199422, 14.004849], [14.123076, 0.861656, 13.450334], [14.197822, 0.052376, 12.944653], [14.312469, 1.556788, 12.820127], [20.225450, 1.589090, 17.220528], [19.576154, 1.026041, 17.641988], [20.851744, 0.980955, 16.827894], [13.737080, -4.318537, 14.165213], [14.249535, -4.381765, 14.971196], [13.925524, -5.131636, 13.696607], [15.793900, -0.154397, 9.618678], [15.014053, 0.400622, 9.623498], [15.472650, -1.017403, 9.357425], [18.463833, 5.141794, 12.788349], [18.918284, 5.984242, 12.787473], [19.013656, 4.573085, 13.327319], [19.092435, -1.585943, 15.335277], [18.655154, -2.092145, 16.019941], [19.362640, -2.238871, 14.689594], [22.844751, -3.380381, 12.909389], [23.263855, -3.414322, 12.049484], [21.911376, -3.288556, 12.717995], [19.758651, -3.457481, 13.562417], [19.031503, -3.646735, 12.969412], [20.043607, -4.316346, 13.874480], [15.003017, -3.272095, 10.326062], [14.829333, -2.883486, 9.468717], [15.017985, -4.215269, 10.163455], [14.196482, 2.366325, 11.099259], [13.283208, 2.563189, 10.890935], [14.668472, 3.173850, 10.895896], [20.253279, 3.558890, 14.492280], [20.289109, 2.607634, 14.391910], [20.876707, 3.749907, 15.193051], [15.260890, -3.600244, 16.405955], [15.620197, -2.759588, 16.689549], [14.932770, -4.004257, 17.209285], [14.976840, -1.864636, 12.691176], [14.957905, -2.253653, 11.816792], [14.388342, -2.412611, 13.210440], [16.031360, -0.681544, 16.602029], [16.576910, -0.388561, 17.331945], [15.143275, -0.421395, 16.846668], [18.790926, -2.448564, 17.935514], [18.107345, -2.201518, 18.558338], [19.576094, -2.001069, 18.250958], [16.272913, 4.508326, 10.381040], [16.929801, 3.834880, 10.557709], [16.373051, 5.135066, 11.097560], [20.631285, 1.590569, 10.279929], [19.714138, 1.336681, 10.176893], [21.107465, 1.020082, 9.676587]],
  "forces_ev_per_a": [[0.0, 1.3, -0.9], [-0.9, 0.9, 0.4], [0.2, -1.3, 0.2], [0.2, -0.6, -1.2], [0.6, 0.1, 1.1], [0.2, -0.5, -0.2], [0.0, 0.3, 0.2], [0.0, 0.3, -0.1], [0.8, 0.1, 0.4], [-0.6, 0.1, -0.2], [0.2, -0.2, -0.1], [0.0, -0.5, 0.4], [0.2, 0.0, -0.1], [0.0, 0.1, -0.7], [0.8, -0.3, 0.3], [-0.8, 0.1, -0.8], [-0.2, 0.1, 0.3], [-0.6, -0.2, 0.2], [0.2, 0.1, -0.2], [0.5, 0.2, 0.1], [0.5, 0.1, 0.0], [-0.5, -0.4, 0.1], [-0.1, 0.2, 0.0], [0.4, -0.6, -0.2], [-0.4, 0.6, -0.3], [0.0, 0.0, 0.3], [0.4, 0.3, 0.6], [-0.7, -0.2, -0.3], [0.1, 0.1, -0.3], [-0.1, -0.1, 0.1], [-0.2, 0.4, -0.2], [0.1, -0.4, 0.0], [0.0, -0.2, 0.0], [-0.2, 0.0, 0.4], [0.1, 0.4, 0.1], [-0.2, 0.0, 0.6], [0.7, -0.2, -0.6], [-0.3, 0.1, 0.1], [-0.2, 0.5, -0.2], [-0.2, -0.1, -0.1], [0.2, -0.4, 0.2], [0.0, 0.0, 0.7], [-0.1, -0.5, -0.2], [0.1, 0.5, -0.5], [-0.3, 0.6, 0.2], [0.0, -0.2, -0.2], [0.4, -0.6, -0.2], [0.0, 0.0, -0.5], [0.3, 0.4, 0.6], [-0.1, -0.2, -0.2], [-0.4, -0.2, -0.1], [-0.3, 0.6, 0.2], [0.1, 0.0, -0.1], [-0.7, 0.3, -0.4], [0.2, 0.2, -0.1], [0.6, -0.5, 0.5], [0.1, 0.9, 0.2], [-0.1, -0.1, 0.7], [0.3, -0.7, -0.6], [0.1, 0.0, 0.1], [0.2, 0.0, -0.2], [-0.4, 0.1, 0.1], [0.6, 0.0, 0.0], [-0.5, 0.2, -0.5], [0.3, -0.2, 0.3], [0.3, 0.1, 0.0], [-0.2, -0.1, -0.3], [-0.2, -0.4, 0.0], [-0.1, -0.5, 0.0], [-0.3, 0.0, 0.0], [0.6, 0.7, -0.2], [-0.6, 0.7, -0.1], [0.2, -0.3, 0.1], [0.0, 0.1, 0.2], [-0.1, -0.6, -0.1], [0.3, 0.8, -0.1], [-0.2, -0.1, 0.3], [0.0, 0.5, 0.3], [0.1, -0.2, -0.4], [-0.4, -0.4, 0.4], [-0.2, -1.1, -0.1], [0.6, 0.4, 0.5], [-0.7, 0.7, -0.1], [-0.3, -0.3, -0.1], [-0.1, 0.0, 0.1], [0.4, 0.1, 0.0], [-0.7, -0.3, -0.2], [0.4, 0.0, 0.1], [0.3, 0.2, 0.2], [0.4, 0.4, 0.4], [-0.4, -0.4, 0.0], [0.1, -0.1, -0.1]],
  "lowdin_charge": [0.28, 0.08, 0.12, 0.06, 0.05, -0.04, 0.00, 0.00, -0.05, -0.02, 0.04, -0.04, 0.06, 0.02, -0.03, 0.01, 0.06, -0.05, 0.03, 0.03, -0.05, -0.02, 0.04, -0.04, 0.00, 0.03, -0.04, -0.02, 0.02, -0.02, 0.03, 0.07, -0.01, 0.07, 0.07, -0.04, -0.01, 0.05, -0.06, 0.03, -0.03, -0.04, 0.02, 0.01, -0.03, -0.01, 0.00, -0.04, 0.01, 0.07, -0.01, 0.05, 0.03, -0.04, 0.05, -0.01, -0.06, 0.02, -0.01, -0.05, 0.03, -0.01, -0.02, 0.00, 0.08, -0.01, 0.06, 0.07, -0.03, 0.06, 0.02, -0.05, 0.00, 0.05, -0.03, 0.02, 0.07, -0.04, 0.01, 0.04, -0.04, 0.01, 0.04, -0.03, 0.03, 0.06, -0.03, 0.04, 0.03, -0.05, -0.01, 0.04],
  "fmax_ha_per_bohr": 0.031,
  "total_charge": 1,
  "energy_ev": -61872.457
}

=====

{
  "formula": "C3H6N2O2S",
  "method": "ωB97M-V with the def2-TZVPD basis set",
  "elements": ["C", "C", "C", "N", "N", "O", "O", "S", "H", "H", "H", "H", "H", "H"],
  "xyz": [[-0.322187, -0.273227, -1.491497], [0.261658, -1.312349, -0.521106], [1.116330, 1.063383, -0.033142], [-1.006307, -0.359398, 1.268475], [0.332710, 0.903389, -1.268886], [-1.114017, -0.477655, -2.366255], [-1.387862, 0.381863, 2.506063], [0.592812, -0.425756, 1.017601], [-0.645275, -1.903495, -0.177501], [1.017276, -1.920151, -0.884293], [2.262624, 0.984510, -0.019135], [0.726965, 1.917711, 0.491400], [-0.026693, 1.649109, -1.702148], [-1.808034, -0.227934, 3.180423]],
  "forces_ev_per_a": [[1.6, -0.3, 0.4], [-3.7, 0.1, 1.5], [-0.1, -1.1, -0.2], [-1.2, 0.3, 1.4], [2.5, -2.7, 2.5], [-0.3, -0.2, -0.1], [0.5, -0.6, 0.1], [-0.2, 0.4, -0.4], [1.3, 0.2, -0.6], [1.6, -0.9, -0.7], [-1.6, 0.4, -0.7], [0.3, 0.5, 0.4], [-1.5, 3.6, -1.8], [0.9, 0.4, -1.6]],
  "lowdin_charge": [-0.55, -0.24, -0.28, -0.41, 0.04, 0.10, -0.23, 1.02, 0.11, 0.07, 0.11, 0.08, 0.09, 0.09],
  "fmax_ha_per_bohr": 0.087,
  "total_charge": 0,
  "energy_ev": -21114.725,
  "relative_energy_kj_mol": 494.4
}

=====

{
  "formula": "C32H36BN14OPPbS3",
  "method": "ωB97M-V with the def2-TZVPD basis set",
  "elements": ["Pb", "C", "C", "N", "N", "C", "B", "N", "C", "C", "C", "N", "N", "C", "C", "C", "N", "N", "C", "C", "C", "N", "H", "H", "H", "H", "H", "H", "H", "H", "H", "H", "H", "H", "C", "C", "N", "N", "C", "S", "N", "N", "H", "H", "H", "H", "H", "H", "N", "C", "N", "C", "C", "O", "C", "C", "H", "H", "H", "H", "H", "H", "H", "H", "S", "P", "S", "C", "C", "C", "C", "C", "C", "C", "C", "C", "C", "C", "C", "H", "H", "H", "H", "H", "H", "H", "H", "H", "H"],
  "xyz": [[0.350190, 0.813989, 0.539537], [-2.773819, 0.203958, -2.903462], [-1.478565, 0.128892, -2.384063], [-1.472063, 0.492324, -1.107096], [-2.741168, 0.803223, -0.774170], [-3.543474, 0.637584, -1.845646], [-3.168177, 1.195442, 0.667469], [-2.457283, 2.521137, 1.070365], [-2.963032, 3.538884, 1.790775], [-1.990080, 4.512079, 1.913128], [-0.890128, 3.985564, 1.233809], [-1.176373, 2.780597, 0.743509], [-2.695653, 0.115591, 1.690385], [-3.377315, -0.833603, 2.360062], [-2.493406, -1.525734, 3.165998], [-1.258876, -0.931650, 2.926812], [-1.384199, 0.056814, 2.041099], [-4.670608, 1.429989, 0.642349], [-5.291052, 2.513918, 0.096334], [-6.634671, 2.255944, 0.048510], [-6.755907, 0.958436, 0.580847], [-5.578913, 0.471170, 0.921028], [-3.103150, -0.039491, -3.898100], [-0.564628, -0.184370, -2.863450], [-4.600877, 0.839882, -1.805293], [-3.970067, 3.513323, 2.170583], [-2.072653, 5.454264, 2.425930], [0.079510, 4.424184, 1.050953], [-4.436456, -0.938663, 2.223759], [-2.710418, -2.346914, 3.825735], [-0.288960, -1.174738, 3.333056], [-4.735056, 3.378218, -0.228656], [-7.416945, 2.899840, -0.313701], [-7.645260, 0.366669, 0.723634], [2.280876, 3.353621, 5.730484], [2.681555, 2.082793, 5.086717], [3.618317, 1.292398, 5.471984], [3.625771, 0.279232, 4.557046], [2.710680, 0.418395, 3.584439], [2.424544, -0.598880, 2.296116], [2.092397, 1.592958, 3.928261], [1.041855, 2.131932, 3.222653], [2.895235, 3.508491, 6.613004], [1.231693, 3.331739, 6.026943], [2.435959, 4.191250, 5.048303], [4.284679, -0.473479, 4.646894], [0.173469, 2.084756, 3.745231], [1.233890, 3.084887, 2.941865], [2.168036, 2.696216, 0.097485], [2.870536, 3.044950, -0.759991], [3.667440, 3.443908, -1.712287], [3.285602, 4.464382, -2.690468], [3.147038, 3.807958, -4.060942], [4.339686, 3.129641, -4.406197], [4.642739, 2.098097, -3.485995], [4.857709, 2.674409, -2.090539], [4.088775, 5.203608, -2.732908], [2.359500, 4.949460, -2.388432], [2.982969, 4.564245, -4.826557], [2.300467, 3.107961, -4.056297], [5.551412, 1.615856, -3.841749], [3.828052, 1.361603, -3.457756], [5.708095, 3.359650, -2.107697], [5.039388, 1.884896, -1.363740], [1.829370, -1.841970, -2.305849], [0.772028, -3.188621, -1.292254], [0.048796, -2.245795, 0.339446], [-0.596532, -3.883673, -2.257169], [-1.873529, -3.344060, -2.144394], [-2.904088, -3.859438, -2.914315], [-2.660933, -4.909314, -3.788929], [-1.385457, -5.448016, -3.895537], [-0.347817, -4.935411, -3.134905], [1.783710, -4.581674, -0.718553], [3.090782, -4.751205, -1.154733], [3.856774, -5.782830, -0.629932], [3.319516, -6.634020, 0.323004], [2.013483, -6.455552, 0.763089], [1.244249, -5.427688, 0.247622], [-2.057808, -2.528248, -1.456956], [-3.897942, -3.438399, -2.835411], [-3.467118, -5.306112, -4.391648], [-1.198457, -6.266613, -4.577887], [0.651204, -5.345958, -3.223092], [3.498521, -4.084651, -1.903782], [4.878030, -5.912524, -0.963097], [3.917547, -7.437027, 0.733098], [1.600462, -7.115327, 1.514560], [0.226377, -5.279556, 0.589722]],
  "forces_ev_per_a": [[0.3, -0.1, -0.2], [0.0, 0.0, 0.0], [0.0, 0.0, 0.0], [-0.2, -0.1, 0.0], [-0.1, 0.0, -0.1], [0.0, -0.1, -0.1], [0.1, -0.1, 0.0], [-0.2, 0.2, 0.1], [0.1, 0.0, 0.1], [0.0, 0.0, 0.1], [0.0, 0.0, 0.0], [0.0, 0.2, -0.1], [-0.2, -0.2, 0.1], [0.1, 0.0, 0.0], [0.0, 0.0, 0.0], [-0.1, 0.1, 0.0], [-0.2, 0.1, 0.1], [0.0, 0.3, 0.0], [0.0, 0.0, 0.0], [0.0, 0.0, 0.0], [0.1, 0.1, 0.0], [0.0, -0.3, 0.1], [0.0, 0.0, 0.0], [0.0, 0.0, 0.0], [0.0, 0.0, 0.1], [0.0, 0.0, 0.0], [0.0, 0.0, -0.1], [0.0, -0.1, 0.0], [-0.1, 0.0, -0.1], [0.0, 0.0, 0.0], [0.0, 0.0, 0.0], [0.0, 0.0, 0.0], [0.0, 0.0, 0.0], [0.0, 0.0, 0.0], [0.0, 0.0, 0.0], [-0.2, 0.0, -0.2], [0.3, -0.1, 0.3], [-0.2, 0.2, -0.1], [0.2, 0.0, 0.1], [0.1, -0.2, 0.2], [0.2, -0.1, 0.3], [-0.4, 0.0, -0.4], [0.0, 0.0, 0.0], [0.0, 0.0, 0.0], [0.0, 0.0, 0.0], [0.0, -0.1, -0.1], [0.0, 0.0, 0.0], [0.1, 0.0, 0.0], [0.4, 0.6, -0.1], [-0.2, -0.1, 0.1], [0.3, 0.1, 0.0], [-0.1, 0.0, -0.3], [0.0, 0.0, 0.1], [0.0, 0.0, 0.0], [0.0, 0.1, 0.1], [0.0, -0.2, -0.2], [-0.1, 0.0, 0.1], [0.0, 0.0, 0.1], [0.0, 0.0, 0.0], [0.0, 0.0, 0.0], [0.0, 0.0, 0.0], [0.0, 0.0, 0.0], [0.0, 0.0, 0.1], [0.0, 0.0, 0.0], [-0.1, 0.3, 0.4], [-0.3, -0.8, 0.1], [0.3, -0.1, -0.5], [0.2, 0.2, 0.2], [0.0, 0.0, 0.0], [0.0, 0.0, -0.1], [0.0, 0.0, 0.0], [0.0, 0.0, -0.1], [0.0, 0.0, 0.0], [0.0, 0.3, -0.1], [-0.1, -0.1, 0.0], [0.1, 0.0, 0.0], [0.0, 0.0, 0.0], [0.0, 0.0, 0.0], [0.0, -0.1, -0.1], [0.0, 0.0, 0.0], [0.0, 0.0, 0.0], [0.0, 0.0, 0.0], [0.0, 0.0, 0.0], [0.0, -0.1, 0.0], [0.1, 0.0, 0.1], [0.0, 0.0, 0.0], [0.0, 0.0, 0.0], [0.0, 0.0, 0.0], [0.0, 0.0, 0.0]],
  "lowdin_charge": [1.12, -0.04, -0.16, -0.10, 0.02, -0.04, -0.65, 0.00, -0.06, -0.04, -0.17, -0.06, 0.03, -0.04, -0.04, -0.22, -0.12, -0.03, -0.11, -0.06, -0.14, 0.07, 0.10, 0.07, 0.12, 0.13, 0.10, 0.10, 0.10, 0.10, 0.08, 0.13, 0.10, 0.10, 0.00, -0.33, 0.13, 0.03, -0.77, 0.54, -0.09, 0.09, 0.09, 0.09, 0.09, 0.16, 0.11, 0.09, 0.06, -0.25, -0.09, -0.10, -0.18, -0.12, -0.18, -0.09, 0.13, 0.13, 0.13, 0.13, 0.13, 0.13, 0.14, 0.14, 0.35, 0.10, 0.37, -0.38, -0.11, -0.07, -0.07, -0.07, -0.08, -0.40, -0.10, -0.07, -0.07, -0.07, -0.10, 0.07, 0.11, 0.11, 0.11, 0.11, 0.07, 0.11, 0.11, 0.11, 0.10],
  "fmax_ha_per_bohr": 0.017,
  "total_charge": 1,
  "energy_ev": -104393.340,
  "multiplicity": 2,
  "relative_energy_kj_mol": 81.8
}